Record 1
C44H39Cl2N7O4Re as an isolated structure, computed with ωB97M-V/def2-TZVPD.

Atoms and positions in Å:
Re  -0.14  -0.33  0.04
C  3.98  -0.26  1.99
O  3.35  1.02  1.99
C  2.15  0.86  1.43
N  1.81  -0.36  1.13
C  2.86  -1.25  1.60
C  3.40  -2.31  0.66
C  2.92  -2.52  -0.63
C  3.50  -3.50  -1.42
C  4.54  -4.26  -0.95
C  5.03  -4.05  0.33
C  4.46  -3.07  1.13
C  1.21  1.93  1.28
C  1.46  3.28  1.51
C  0.42  4.19  1.34
C  -0.84  3.74  0.96
C  -1.02  2.38  0.73
N  -0.01  1.48  0.90
C  -2.19  1.73  0.21
N  -2.15  0.47  -0.14
C  -3.41  0.14  -0.79
C  -4.27  1.41  -0.51
O  -3.35  2.37  0.02
C  -4.13  -1.09  -0.30
C  -5.28  -1.50  -0.98
C  -6.01  -2.58  -0.52
C  -5.59  -3.28  0.61
C  -4.45  -2.88  1.28
C  -3.73  -1.78  0.83
H  4.40  -0.45  2.98
H  4.78  -0.25  1.25
H  2.46  -1.77  2.49
H  2.10  -1.92  -1.00
H  3.13  -3.65  -2.42
H  4.98  -5.03  -1.57
H  5.85  -4.64  0.71
H  4.84  -2.91  2.13
H  2.45  3.60  1.79
H  0.59  5.25  1.50
H  -1.67  4.42  0.82
H  -3.21  0.04  -1.86
H  -5.03  1.20  0.25
H  -4.75  1.82  -1.39
H  -5.61  -0.97  -1.86
H  -6.90  -2.88  -1.04
H  -6.16  -4.12  0.96
H  -4.11  -3.41  2.16
H  -2.85  -1.47  1.36
Cl  4.07  2.58  -6.18
C  3.38  1.96  -4.72
C  4.23  1.38  -3.77
C  3.71  0.88  -2.62
Cl  4.75  0.15  -1.45
C  2.30  0.95  -2.29
O  1.88  0.54  -1.19
C  1.48  1.56  -3.30
C  0.07  1.68  -3.07
O  -0.55  1.35  -2.07
C  2.03  2.05  -4.49
H  5.29  1.32  -3.96
H  -0.49  2.12  -3.92
H  1.38  2.52  -5.21
C  -2.48  0.43  3.83
C  -1.07  -0.13  3.63
C  -0.14  0.41  4.71
C  -1.09  -1.64  3.57
C  -1.40  -2.34  4.72
C  -1.43  -3.73  4.74
C  -1.13  -4.41  3.58
C  -0.83  -3.78  2.39
C  -0.44  -4.72  1.26
C  -0.78  -4.25  -0.14
C  1.06  -5.01  1.35
C  -0.80  -2.34  2.34
N  -0.58  -1.67  1.23
H  -2.44  1.51  3.92
H  -2.93  0.03  4.74
H  -3.13  0.16  3.00
H  -0.70  0.23  2.67
H  -0.53  0.20  5.71
H  -0.05  1.49  4.60
H  0.85  -0.03  4.63
H  -1.60  -1.79  5.63
H  -1.66  -4.26  5.65
H  -1.13  -5.49  3.61
H  -0.98  -5.65  1.43
H  -0.04  -3.52  -0.46
H  -1.77  -3.79  -0.19
H  -0.76  -5.09  -0.83
H  1.63  -4.09  1.29
H  1.36  -5.66  0.53
H  1.30  -5.50  2.29
N  -1.27  -4.61  -4.73
C  -0.93  -3.65  -4.20
N  -0.51  -2.54  -3.68
C  -0.42  -2.07  -2.55
N  -0.27  -1.54  -1.50

## Properties
Calculated total energy ... -3383.0005 hartree
Gap between HOMO and LUMO (spin up / spin down) ... 5.4 / 5.9 eV
E_HOMO (spin up / spin down) ... -6.83 / -7.34 eV
LUMO energy (spin up / spin down) ... -0.0508 / -0.0527 Eh
Multiplicity ... 2
<S²> ... 0.80
Net charge ... 0

=====

Record 2
C44H40AuClN2P2Se as an isolated structure, computed with ωB97M-V/def2-TZVPD.

Atoms and positions in Å:
Au  -0.17  -0.02  -0.26
Cl  -1.52  0.06  -2.40
P  -1.98  -0.94  1.11
P  1.61  0.90  -1.63
C  -1.63  -1.21  2.87
C  -2.57  -2.57  0.57
C  -3.45  0.14  1.14
C  1.59  2.70  -1.91
C  3.28  0.67  -0.94
C  1.71  0.17  -3.30
C  -2.14  -0.38  3.89
C  -1.77  -0.60  5.22
C  -0.86  -1.61  5.55
C  -0.34  -2.43  4.55
C  -0.77  -2.27  3.23
H  -2.85  0.41  3.65
H  -2.21  0.02  6.00
H  -0.57  -1.77  6.59
H  0.39  -3.20  4.79
H  -0.44  -2.97  2.47
C  -3.31  1.49  1.56
C  -4.42  2.34  1.53
C  -5.69  1.84  1.24
C  -5.84  0.49  0.90
C  -4.72  -0.35  0.80
H  -2.34  1.86  1.88
H  -4.28  3.40  1.76
H  -6.56  2.50  1.29
H  -6.83  0.09  0.70
H  -4.84  -1.38  0.48
C  -3.14  -3.49  1.47
C  -3.52  -4.75  1.03
C  -3.35  -5.12  -0.31
C  -2.80  -4.21  -1.22
C  -2.46  -2.93  -0.79
H  -3.27  -3.22  2.52
H  -3.96  -5.46  1.74
H  -3.64  -6.12  -0.65
H  -2.65  -4.49  -2.26
H  -2.09  -2.19  -1.50
C  4.18  -0.28  -1.46
C  5.45  -0.41  -0.89
C  5.80  0.33  0.25
C  4.88  1.22  0.80
C  3.65  1.44  0.19
H  3.90  -0.89  -2.31
H  6.16  -1.11  -1.33
H  6.79  0.21  0.70
H  5.13  1.77  1.71
H  2.99  2.23  0.55
C  0.38  3.42  -1.87
C  0.41  4.81  -2.00
C  1.61  5.48  -2.27
C  2.80  4.76  -2.36
C  2.80  3.38  -2.17
H  -0.57  2.90  -1.72
H  -0.52  5.36  -1.91
H  1.61  6.57  -2.40
H  3.74  5.27  -2.57
H  3.74  2.83  -2.21
C  1.87  0.94  -4.47
C  1.86  0.30  -5.72
C  1.62  -1.07  -5.83
C  1.44  -1.83  -4.67
C  1.54  -1.22  -3.42
H  1.98  2.02  -4.41
H  2.01  0.90  -6.62
H  1.58  -1.55  -6.81
H  1.23  -2.90  -4.73
H  1.43  -1.82  -2.51
H  -1.23  2.12  -0.13
H  -1.39  1.32  -0.09
C  1.14  0.76  2.87
N  2.19  -0.25  2.91
C  2.36  -1.30  2.05
Se  1.35  -1.85  0.57
N  3.51  -1.93  2.46
C  4.08  -1.28  3.55
C  5.34  -1.38  4.14
C  5.67  -0.43  5.13
C  4.78  0.63  5.44
C  3.54  0.76  4.79
C  3.23  -0.23  3.86
H  0.68  0.77  1.87
H  1.60  1.73  3.06
H  0.36  0.53  3.61
H  3.95  -2.73  2.00
H  6.03  -2.18  3.85
H  6.63  -0.50  5.66
H  5.08  1.36  6.19
H  2.83  1.57  4.95

## Properties
Calculated total energy ... -5489.6689 hartree
Gap between HOMO and LUMO (spin up / spin down) ... 7.0 / 4.3 eV
E_HOMO (spin up / spin down) ... -12.57 / -13.51 eV
LUMO energy (spin up / spin down) ... -0.2039 / -0.3393 Eh
Energy above the lowest of the compared OMol25 structures with the same formula, charge and spin ... 26.41 kcal per mole
Multiplicity ... 3
<S²> ... 2.02
Net charge ... +2